Entry 1:
The following is a quantum chemistry calculation of C18H28BrN3O4S in the gas phase, from OMol25.

The geometry in XYZ format:
```
55
Properties=species:S:1:pos:R:3:mulliken_charge:R:1
O 0.70 1.51 -2.15 -0.82
C 1.36 0.53 -1.82 0.64
C 2.86 0.58 -1.62 -1.05
C 3.15 1.34 -0.32 -0.19
C 3.03 2.86 -0.49 -0.75
C 2.46 3.57 0.74 -0.74
C 1.03 4.08 0.52 -1.14
N 0.09 3.06 0.13 -0.25
S -0.35 1.96 1.28 1.05
O -0.34 2.60 2.56 -0.74
O 0.36 0.71 1.16 -0.65
C -2.05 1.59 0.83 -0.39
C -2.69 0.61 1.57 -0.18
C -3.98 0.24 1.24 -0.76
C -4.61 0.86 0.17 0.11
Br -6.37 0.35 -0.30 -0.19
C -3.97 1.85 -0.57 -0.77
C -2.68 2.21 -0.24 0.26
N 0.80 -0.67 -1.61 0.01
C -0.64 -0.84 -1.57 0.05
C -0.96 -2.32 -1.42 -1.38
N -0.12 -2.94 -0.41 0.19
C -0.22 -4.39 -0.45 -0.54
C 0.76 -5.00 0.56 -0.68
O 0.49 -4.54 1.86 -0.41
C 0.57 -3.14 1.92 -0.89
C -0.40 -2.47 0.94 0.45
H 3.27 -0.44 -1.57 0.39
H 3.33 1.10 -2.46 0.40
H 4.15 1.08 0.04 0.50
H 2.44 0.99 0.43 0.06
H 4.02 3.26 -0.73 0.45
H 2.39 3.06 -1.35 0.44
H 3.08 4.43 1.01 0.42
H 2.45 2.90 1.60 0.37
H 0.65 4.51 1.45 0.55
H 1.02 4.85 -0.26 0.45
H 0.34 2.59 -0.74 0.34
H -2.17 0.15 2.39 0.46
H -4.50 -0.52 1.81 0.45
H -4.48 2.32 -1.40 0.45
H -2.15 2.97 -0.79 0.52
H 1.31 -1.42 -1.16 0.27
H -1.07 -0.44 -2.50 0.58
H -1.06 -0.26 -0.74 -0.29
H -0.75 -2.83 -2.37 0.48
H -2.03 -2.44 -1.20 0.39
H 0.03 -4.75 -1.45 0.40
H -1.24 -4.73 -0.20 0.32
H 0.66 -6.08 0.59 0.36
H 1.78 -4.72 0.27 0.32
H 0.33 -2.85 2.94 0.37
H 1.60 -2.81 1.68 0.38
H -0.25 -1.39 0.99 -0.24
H -1.43 -2.71 1.23 0.19
```

Its HOMO-LUMO gap is 0.3566 hartree. The electronic energy is -112658.70616 eV. The calculation puts the highest occupied orbital energy at -9.1468 eV. As for the LUMO energy: 0.6 eV.

---

Entry 2:
The following is a quantum chemistry calculation of 3 unconnected molecules or ions with the total composition C3H13NO2 in a non-equilibrium geometry, from OMol25.

The geometry in XYZ format:
```
19
Properties=species:S:1:pos:R:3:mulliken_charge:R:1
C 1.46 -0.33 -1.44 -1.02
C 1.64 0.71 -0.33 -0.35
C 0.48 1.66 -0.18 -0.32
N 0.75 2.83 0.66 -0.71
H 0.85 0.03 -2.27 0.32
H 2.40 -0.62 -1.91 0.33
H 0.76 -1.12 -1.13 0.14
H 2.57 1.28 -0.44 0.36
H 1.86 0.13 0.57 0.27
H 0.07 1.99 -1.14 0.36
H -0.36 1.16 0.32 0.14
H 1.43 2.59 1.38 0.24
H 1.35 3.49 0.16 0.25
O -2.53 -0.62 1.43 -0.62
H -2.62 -1.55 1.32 0.31
H -3.14 -0.15 0.89 0.31
O -1.14 -3.50 -0.14 -0.61
H -1.29 -3.47 -1.09 0.32
H -1.27 -2.63 0.20 0.28
```

Its HOMO-LUMO gap is 0.3655 hartree. The electronic energy is -8906.32976 eV. The calculation puts the highest occupied orbital energy at -9.3846 eV. As for the LUMO energy: 0.6 eV. The relative energy (zero: lowest compared OMol25 entry of this formula, charge and spin) is 105.7 kJ/mol.

---

Entry 3:
The following is a quantum chemistry calculation of a molecular structure, C26H17N5O3PtS in a non-equilibrium geometry, from OMol25.

The geometry in XYZ format:
```
53
Properties=species:S:1:pos:R:3:mulliken_charge:R:1
Pt 0.29 -1.45 -1.40 0.50
O 1.38 1.45 -1.25 -0.77
C 1.53 1.73 -0.05 0.28
C 1.32 3.08 0.44 -0.65
C 1.59 3.46 1.72 -0.37
C 2.11 2.55 2.67 -0.62
C 2.31 1.25 2.26 -0.54
C 1.99 0.79 0.96 1.07
C 2.28 -0.59 0.73 -0.66
N 1.85 -1.43 -0.15 0.41
N 2.57 -2.64 -0.19 -0.76
C 2.28 -3.33 -1.25 0.35
O 1.41 -3.04 -2.16 -0.82
C 3.01 -4.63 -1.41 0.37
C 2.41 -5.66 -2.12 -0.44
C 3.05 -6.88 -2.26 -0.49
C 4.31 -7.08 -1.71 -0.32
C 4.92 -6.04 -1.02 -0.55
C 4.27 -4.83 -0.86 -0.34
H 0.95 3.79 -0.29 0.34
H 1.41 4.50 2.02 0.38
H 2.34 2.86 3.68 0.34
H 2.70 0.53 2.97 0.26
H 3.01 -1.04 1.41 0.41
H 1.43 -5.48 -2.56 0.42
H 2.56 -7.68 -2.81 0.36
H 4.81 -8.03 -1.83 0.35
H 5.91 -6.19 -0.60 0.35
H 4.73 -4.01 -0.31 0.42
C -4.55 5.72 1.03 -0.86
C -5.21 5.60 2.38 0.64
O -6.14 6.30 2.72 -0.58
S -4.49 4.50 3.59 -0.16
C -3.64 3.28 2.62 -0.35
C -4.36 2.35 1.88 -0.16
C -3.69 1.42 1.10 -0.74
C -2.29 1.38 1.05 -0.05
C -1.58 2.31 1.84 -0.03
C -2.25 3.25 2.60 -0.13
C -1.59 0.45 0.24 2.95
C -0.87 -0.29 -0.40 -3.46
H -5.26 6.17 0.34 0.30
H -4.20 4.76 0.65 0.30
H -3.68 6.37 1.14 0.24
H -5.44 2.36 1.90 0.38
H -4.25 0.70 0.51 0.45
H -0.50 2.29 1.81 0.17
H -1.69 3.97 3.19 0.45
N -1.16 -1.70 -2.79 -0.33
C -1.63 -1.87 -3.83 0.55
N -2.33 -2.13 -4.88 -0.71
C -2.03 -1.74 -6.10 0.47
N -1.88 -1.45 -7.22 -0.59
```

As for the net charge: -2. Its HOMO-LUMO gap is 0.2080 hartree. The electronic energy is -54913.10899 eV. The calculation puts the highest occupied orbital energy at -1.6923 eV. As for the LUMO energy: 4.0 eV. The relative energy (zero: lowest compared OMol25 entry of this formula, charge and spin) is 32.3 kJ/mol.

---

Entry 4:
The following is a quantum chemistry calculation of a molecular structure, C48H57BF49I2N3O14 in a non-equilibrium geometry, from OMol25.

The geometry in XYZ format:
```
174
Properties=species:S:1:pos:R:3:mulliken_charge:R:1
C 2.33 1.99 0.55 -0.60
C 1.75 0.61 -0.02 -0.58
C 2.19 -0.81 0.56 1.49
C 1.47 -1.89 -0.45 -0.86
C 2.15 -1.12 2.18 1.66
C 2.27 -2.74 2.29 -0.76
B 2.54 -3.51 3.67 0.84
O 2.46 -5.02 3.58 -0.61
O 2.89 -3.04 5.01 -0.68
O 3.19 -0.28 2.65 0.14
C 4.50 -0.62 2.95 0.30
O 4.98 0.50 3.85 -0.67
C 5.68 -0.70 1.82 -0.82
I 5.79 0.90 0.36 0.11
C 5.93 -2.24 1.21 -0.14
C 7.52 -2.69 1.48 -0.92
I 5.74 -2.32 -1.00 0.06
C 0.75 -0.69 2.97 -0.33
C 0.97 -0.50 4.63 -1.11
N 0.26 0.72 2.66 -0.19
O -0.30 -1.71 2.96 -0.21
C -1.28 -1.63 1.90 0.04
C -2.78 -1.16 2.47 -0.51
O -3.86 -1.97 2.47 -0.53
N -3.08 0.25 3.00 -0.04
C -3.77 1.11 1.97 0.53
O -3.24 2.29 1.64 -0.42
F -5.06 0.71 1.35 -0.21
N -1.35 -2.97 1.23 1.24
C -2.16 -3.04 -0.02 -0.64
C -1.36 -4.16 2.11 0.38
C -2.03 -4.34 3.60 -0.29
O -0.70 -5.26 1.65 -0.72
H 2.64 2.04 1.67 0.00
H 1.46 2.81 0.43 -0.07
H 3.17 2.37 -0.20 0.25
H 0.56 0.67 0.04 -0.25
H 1.97 0.61 -1.19 0.39
H 3.36 -0.93 0.30 -0.77
H 1.86 -2.99 -0.40 0.24
H 1.76 -1.52 -1.55 0.44
H 0.30 -1.77 -0.41 0.00
H 1.34 -3.34 1.83 -0.42
H 3.15 -3.04 1.54 -0.02
H 3.35 -5.33 3.97 0.26
H 3.19 -2.09 5.06 0.34
H 4.74 -1.57 3.64 0.02
H 4.60 1.34 3.41 0.38
H 6.68 -0.54 2.47 0.54
H 5.31 -3.06 1.77 0.23
H 7.56 -3.88 1.50 0.30
H 7.85 -2.37 2.58 0.32
H 8.25 -2.22 0.69 0.25
H 0.14 0.21 5.10 0.32
H 0.77 -1.55 5.15 0.23
H 1.99 -0.02 4.91 0.14
H 1.04 1.36 3.01 0.36
H -0.57 1.00 3.21 0.36
H -1.04 -0.84 1.03 -0.06
H -3.74 0.08 3.80 0.47
H -2.49 -1.96 -0.40 0.25
H -1.51 -3.51 -0.88 0.30
H -3.14 -3.67 0.10 0.09
H -3.15 -4.73 3.47 -0.28
H -1.43 -5.10 4.29 0.34
H -2.09 -3.31 4.15 0.15
C -3.03 3.34 -3.30 -0.78
C -3.85 4.60 -3.59 0.96
C -3.04 5.78 -4.12 0.02
F -2.10 6.20 -3.24 -0.32
F -3.85 6.85 -4.34 -0.24
F -4.55 4.94 -2.47 -0.26
F -4.79 4.27 -4.53 -0.36
O -2.64 3.13 -1.94 -0.28
C -1.45 3.80 -1.53 0.47
C -1.70 4.84 -0.44 0.35
F -2.56 5.81 -0.84 -0.15
F -0.54 5.48 -0.09 -0.23
F -0.83 4.32 -2.62 -0.24
F -0.63 2.82 -1.06 -0.24
H -3.68 2.48 -3.53 0.41
H -2.18 3.22 -3.99 0.33
H -2.56 5.54 -5.07 0.26
H -2.11 4.38 0.46 0.14
C 0.65 10.40 -5.13 -0.75
C 1.18 11.30 -4.00 0.96
C 2.58 10.95 -3.51 0.01
F 2.64 9.70 -2.99 -0.19
F 2.97 11.79 -2.52 -0.29
F 0.29 11.31 -2.98 -0.24
F 1.21 12.58 -4.49 -0.35
O -0.23 9.35 -4.73 -0.32
C 0.42 8.15 -4.30 0.60
C 0.14 7.81 -2.83 0.76
F 0.57 8.80 -2.00 -0.27
F 0.79 6.68 -2.45 -0.26
F 1.74 8.22 -4.58 -0.30
F -0.08 7.16 -5.10 -0.26
H 0.02 11.04 -5.77 0.46
H 1.44 10.05 -5.80 0.29
H 3.32 11.03 -4.32 0.28
H -0.93 7.67 -2.66 0.00
C -5.74 9.53 -2.69 -0.66
C -4.69 10.21 -3.58 0.84
C -3.84 11.26 -2.88 0.10
F -4.58 12.29 -2.40 -0.24
F -2.94 11.81 -3.74 -0.25
F -5.30 10.72 -4.68 -0.30
F -3.85 9.23 -4.05 -0.19
O -7.07 10.04 -2.79 -0.43
C -7.35 11.17 -1.96 0.73
C -7.70 12.42 -2.77 0.20
F -6.69 12.79 -3.60 -0.20
F -7.94 13.48 -1.95 -0.26
F -6.32 11.37 -1.11 -0.28
F -8.41 10.80 -1.19 -0.30
H -5.82 8.49 -3.05 0.35
H -5.41 9.43 -1.65 0.38
H -3.27 10.83 -2.05 0.27
H -8.59 12.25 -3.38 0.24
C -7.79 -5.51 4.08 -0.95
C -6.28 -5.48 3.83 0.98
C -5.87 -5.48 2.36 0.10
F -6.29 -6.59 1.71 -0.22
F -4.52 -5.46 2.24 -0.19
F -5.69 -6.51 4.50 -0.30
F -5.79 -4.34 4.41 -0.27
O -8.36 -6.79 4.37 -0.40
C -8.70 -7.58 3.23 0.75
C -7.90 -8.88 3.15 0.19
F -6.56 -8.64 3.06 -0.17
F -8.23 -9.59 2.04 -0.25
F -8.60 -6.82 2.12 -0.26
F -10.02 -7.86 3.37 -0.30
H -7.96 -4.93 5.00 0.46
H -8.36 -4.97 3.31 0.35
H -6.27 -4.60 1.84 0.27
H -8.07 -9.51 4.02 0.22
C -2.96 -9.23 0.76 -0.67
C -1.48 -9.27 0.37 0.92
C -1.04 -8.17 -0.59 0.42
F -1.69 -8.23 -1.78 -0.23
F 0.28 -8.29 -0.88 -0.29
F -1.18 -10.51 -0.12 -0.30
F -0.75 -9.15 1.52 -0.30
O -3.83 -10.12 0.04 -0.39
C -4.31 -9.61 -1.20 0.75
C -3.84 -10.44 -2.40 0.17
F -2.49 -10.46 -2.50 -0.21
F -4.30 -9.92 -3.57 -0.26
F -4.00 -8.30 -1.31 -0.27
F -5.67 -9.66 -1.11 -0.28
H -3.02 -9.59 1.80 0.45
H -3.36 -8.21 0.81 0.23
H -1.20 -7.18 -0.16 0.03
H -4.19 -11.47 -2.33 0.24
C 13.70 -4.49 -0.38 -0.66
C 13.48 -3.67 -1.66 0.86
C 12.78 -2.33 -1.45 0.09
F 11.53 -2.47 -0.94 -0.18
F 12.63 -1.68 -2.63 -0.28
F 12.82 -4.43 -2.57 -0.27
F 14.71 -3.42 -2.20 -0.33
O 12.74 -5.51 -0.12 -0.40
C 11.55 -5.09 0.56 0.75
C 10.29 -5.28 -0.29 0.16
F 10.35 -4.58 -1.45 -0.21
F 9.19 -4.85 0.37 -0.16
F 11.71 -3.82 0.98 -0.27
F 11.48 -5.86 1.68 -0.30
H 14.64 -5.03 -0.51 0.41
H 13.87 -3.85 0.50 0.32
H 13.36 -1.68 -0.79 0.27
H 10.14 -6.34 -0.54 0.19
```

Its HOMO-LUMO gap is 0.2777 hartree. The electronic energy is -233858.94153 eV. The calculation puts the highest occupied orbital energy at -8.8828 eV. As for the LUMO energy: -1.3 eV.